No. 1
ORCA calculation (wB97M-V/def2-TZVPD) on a cluster of 3 separate species, C18H27FN2O3 in total at a distorted geometry.

highest occupied orbital energy: -8.2 eV
maximum force: 5.938 eV/A

Element x y z (Å)
C1 2.6254 0.3684 -2.8628
C2 1.2562 0.5959 -2.1853
C3 0.7463 2.0314 -2.3424
F1 0.5985 2.6029 -1.1024
C4 -0.5739 2.1559 -3.0987
C5 -1.6352 1.4774 -2.2412
C6 -3.0793 1.5454 -2.8274
C7 -4.0264 1.9389 -1.6732
C8 -3.5297 0.1459 -3.2836
C9 -0.5832 1.6326 -4.5060
O1 0.2583 2.6263 -5.1292
C10 0.0497 3.7766 -4.4622
O2 0.5125 4.7864 -4.6613
O3 -0.8308 3.5183 -3.4060
H1 3.3497 -0.0106 -2.1512
H2 2.5749 -0.3535 -3.6718
H3 3.0417 1.2822 -3.2788
H4 1.4306 0.4706 -1.1245
H5 0.5602 -0.1464 -2.5535
H6 1.5527 2.5891 -2.8102
H7 -1.6966 1.8982 -1.2453
H8 -1.4216 0.4272 -2.1010
H9 -3.1527 2.2681 -3.6328
H10 -5.0552 1.7775 -1.9713
H11 -3.7948 1.2652 -0.8539
H12 -3.8316 2.9640 -1.3752
H13 -3.2463 -0.5586 -2.5066
H14 -4.6121 0.1107 -3.3210
H15 -3.0993 -0.1417 -4.2390
H16 -0.3654 0.5902 -4.6988
H17 -1.5567 1.8398 -4.9422
C11 1.9085 -3.3567 1.6785
C12 2.1249 -2.8488 2.9876
C13 2.0934 -1.4826 2.9039
N1 1.8697 -1.1449 1.5959
C14 1.7516 -2.2824 0.8438
H18 1.8715 -4.3925 1.3844
H19 2.2846 -3.4206 3.8867
H20 2.2118 -0.7239 3.6590
H21 1.8027 -0.2068 1.2439
H22 1.5680 -2.2285 -0.2163
C15 0.4269 -3.4428 6.7864
C16 1.1067 -3.0182 7.9610
C17 1.3526 -1.6786 7.8281
N2 0.8513 -1.2781 6.6181
C18 0.2828 -2.3465 5.9797
H23 0.0833 -4.4389 6.5614
H24 1.3822 -3.6277 8.8057
H25 1.8390 -0.9783 8.4858
H26 0.8942 -0.3434 6.2551
H27 -0.1715 -2.2338 5.0103

Atomic forces in eV per Å
-0.054 -0.082 -0.108
0.900 0.292 -0.295
0.711 -0.607 -0.768
-0.320 0.316 0.698
-0.832 -1.495 0.987
-1.498 0.895 -0.646
-0.245 -0.708 0.974
0.686 -0.124 -0.730
0.141 0.626 0.122
-0.220 0.634 -0.361
0.600 -0.660 -0.690
-2.845 -4.617 1.922
2.386 5.230 -1.490
0.615 0.522 0.139
0.132 -0.096 0.114
-0.068 -0.075 -0.137
0.002 0.118 -0.035
-0.420 -0.223 0.288
-0.274 -0.104 0.194
-0.101 0.342 -0.302
0.451 0.329 0.109
0.483 -0.202 -0.085
-0.023 0.146 -0.109
-0.275 0.277 0.088
-0.168 0.001 0.358
-0.213 0.133 0.196
0.137 -0.299 -0.038
-0.216 -0.064 -0.416
0.013 -0.216 -0.086
0.905 0.063 -0.101
-0.377 -0.390 0.227
-0.014 -0.004 -0.030
0.023 -0.016 0.014
0.006 0.056 -0.021
-0.034 -0.013 0.000
0.016 0.072 -0.057
0.000 0.011 0.003
-0.025 0.025 0.005
0.034 -0.027 0.004
-0.012 -0.037 0.034
0.008 -0.023 0.010
-0.012 -0.006 -0.003
0.013 -0.002 0.024
0.041 0.062 -0.012
-0.008 -0.031 0.024
-0.049 0.050 -0.034
-0.003 0.013 0.002
-0.003 0.010 -0.007
0.004 -0.026 0.003
-0.031 -0.038 0.031
0.033 -0.037 -0.005

Atomic partial charges in e from the Mulliken method, atoms 1 to 8: number 1, C, carries -1.391; number 2, C, carries -0.172; number 3, C, carries -0.125; number 4, F, carries -0.440; number 5, C, carries 1.444; number 6, C, carries -1.391; number 7, C, carries 0.545; number 8, C, carries -1.650

***

No. 2
ORCA calculation (wB97M-V/def2-TZVPD) on the ion C13H18N with charge +1 at a distorted geometry.

highest occupied orbital energy (spin up / spin down): -12.1 / -12.1 eV
maximum force: 4.163 eV/A
ΔE to the lowest compared entry with this formula, charge and spin: 118.3 kcal per mole
total charge: +1

Element x y z (Å)
C1 -0.1945 0.4928 -0.5284
C2 1.4013 -0.6971 0.7772
C3 0.7156 0.5856 -1.5033
C4 2.2901 -0.7271 -0.2574
C5 0.0940 -0.0869 0.7040
C6 2.0149 0.0686 -1.3710
C7 -0.9046 -0.8065 4.2236
C8 -0.7336 -0.0286 1.8429
C9 2.6296 -0.0990 -3.8607
C10 -3.4331 -0.0489 -0.4624
C11 -2.1810 0.6855 1.6149
C12 3.1262 0.2831 -2.4870
C13 -2.7791 0.9802 0.2889
N1 -0.3589 -0.5353 2.9191
H1 -1.1823 0.9364 -0.6713
H2 1.4512 -1.3532 1.6962
H3 0.6391 1.2017 -2.3851
H4 3.2642 -1.1498 0.0601
H5 -1.8990 -0.8068 4.4850
H6 -0.3265 -0.0789 4.8467
H7 2.6055 -1.1650 -3.8254
H8 3.5211 0.2698 -4.4160
H9 1.7369 0.4522 -4.0551
H10 -4.0910 0.3388 -1.2112
H11 -2.7875 -0.7601 -1.0455
H12 -3.7941 -0.6778 0.3016
H13 -2.8016 -0.0644 2.0454
H14 -2.0735 1.5272 2.3232
H15 -0.4869 -1.7709 4.4968
H16 3.3664 1.2755 -2.4739
H17 4.0077 -0.2668 -2.2181
H18 -2.8366 2.0257 0.1462

Atomic forces in eV per Å
-1.142 -0.096 2.166
-3.056 -1.489 1.959
2.884 0.565 -1.923
0.823 0.874 1.133
2.965 0.023 -2.923
1.393 -0.778 -0.959
4.048 0.767 0.128
-0.796 -0.953 1.448
2.595 0.838 0.830
0.983 -0.307 -1.458
-0.169 0.537 -0.162
-2.843 -1.944 2.110
2.348 -0.570 2.892
-1.129 0.118 -0.588
-0.085 0.356 -0.210
0.753 1.077 -1.001
-0.882 0.033 -0.148
-0.492 0.118 -1.129
-2.684 0.421 -0.197
-0.748 -0.545 0.038
-0.643 -0.706 -0.853
-1.116 -0.548 -0.796
-0.593 -0.114 -0.743
-0.879 0.093 -0.070
0.111 0.751 0.615
-1.362 -1.067 0.532
-0.613 -0.705 0.605
-0.401 -0.008 -0.783
-0.068 -0.189 0.151
0.701 2.820 0.141
0.355 -0.374 0.222
-0.256 0.998 -1.027

Atomic partial charges in e from the Mulliken method, atoms 1 to 8: number 1, C, carries -0.130; number 2, C, carries -0.605; number 3, C, carries -0.979; number 4, C, carries -0.876; number 5, C, carries 0.912; number 6, C, carries 0.866; number 7, C, carries -0.989; number 8, C, carries 0.459

***

No. 3
ORCA calculation (wB97M-V/def2-TZVPD) on a structure of composition C25H30N2O6 at a distorted geometry.

highest occupied orbital energy: -7.6 eV
maximum force: 16.152 eV/A
ΔE to the lowest compared entry with this formula, charge and spin: 571.3 kcal per mole

Element x y z (Å)
C1 3.0977 0.9541 0.1718
H1 3.5347 0.0540 0.6077
H2 3.6396 1.6897 -0.0329
H3 2.2048 1.2885 0.8730
O1 2.3499 0.8446 -1.0376
C2 1.7970 -0.3110 -1.2317
C3 1.4215 -1.0250 -0.1133
C4 0.3110 -2.1661 -0.5302
C5 0.0909 -2.5548 -1.8325
C6 0.6343 -1.9049 -2.7982
C7 1.4904 -0.8238 -2.8065
O2 1.8774 0.0588 -3.8285
C8 1.2449 1.4141 -3.6397
H4 0.3150 1.1891 -3.8341
H5 1.5982 1.9869 -2.9729
H6 1.8792 1.7463 -4.6807
O3 0.3552 -2.3998 -3.8800
C9 0.6989 -1.7486 -5.2116
H7 -0.0174 -0.9654 -5.3929
H8 1.8080 -1.6367 -5.4085
H9 0.1964 -2.4003 -6.0836
H10 -0.2560 -3.4756 -2.0544
C10 -0.1454 -3.0131 0.5931
O4 0.6243 -3.6406 1.4437
N1 -1.7549 -2.8306 0.5620
C11 -2.3381 -3.7384 1.6930
C12 -2.7882 -2.8936 3.1301
H11 -3.6401 -3.6538 3.2437
H12 -2.9686 -1.9183 2.7826
C13 -1.6338 -2.9749 4.1322
O5 -0.5787 -2.2745 3.6049
H13 -0.1457 -2.6666 3.0217
H14 -1.4004 -4.0310 4.3228
H15 -2.1166 -2.3631 5.0388
H16 -1.6451 -4.4512 1.9557
H17 -3.1328 -4.1867 0.9899
C14 -2.4427 -1.7690 -0.0141
C15 -1.4281 -0.5022 0.2690
C16 -1.2052 0.0253 1.3589
C17 -0.4569 1.3071 1.3970
C18 0.0090 1.7136 2.8984
C19 0.8083 3.0024 2.7525
C20 0.7362 3.8936 1.6688
C21 0.2105 3.4731 0.5490
C22 -0.4699 2.1787 0.2600
N2 -1.0086 1.5307 -0.6783
C23 -1.5276 0.3735 -0.8537
O6 -1.9002 0.0234 -1.9233
H18 -0.8959 2.1208 -1.7363
C24 0.4171 4.2296 -0.9126
H19 -0.7092 4.2892 -1.3191
H20 0.6853 5.1239 -0.6478
H21 0.8079 3.5127 -1.5139
C25 1.4325 5.0863 1.9392
H22 2.3027 5.0801 1.3045
H23 1.8943 5.1213 2.8358
H24 0.6508 6.0134 1.5684
H25 1.0023 3.3957 3.7226
H26 -0.1830 1.0781 3.5673
H27 -1.0824 -0.7589 2.4555
H28 -2.4012 -2.0013 -0.9792
H29 -3.2454 -1.8493 0.4435
H30 1.3915 -0.8698 0.7911

Atomic forces in eV per Å
-7.828 -3.758 3.150
0.143 -0.012 -0.718
5.257 6.025 -0.919
2.255 -0.454 -0.367
2.420 0.888 -1.602
-2.146 -3.074 -2.112
-4.224 -5.623 -12.509
4.421 0.930 1.045
-0.423 0.079 8.763
5.339 7.288 -2.028
0.905 3.066 6.468
-0.483 -0.609 2.892
5.656 -4.301 -9.515
-5.260 -0.027 -0.521
2.184 3.588 5.665
-2.520 0.325 2.505
-1.858 -3.288 -10.916
-1.461 -2.984 -1.234
0.681 1.389 0.697
-1.676 0.162 0.517
1.586 0.210 2.263
-1.917 -2.675 -0.513
-1.530 0.076 1.696
-4.433 2.625 -3.623
7.355 -6.849 5.394
-2.360 4.322 -2.533
0.117 -5.413 -3.342
0.557 1.989 1.065
-0.909 1.244 0.108
-3.215 0.984 0.639
-4.677 6.742 8.707
5.991 -6.089 -8.157
0.001 0.344 0.520
1.790 -1.627 -1.307
1.676 -1.614 0.308
0.250 0.180 2.275
10.483 2.185 0.005
-7.353 -3.722 -6.761
4.561 1.286 10.380
-0.655 0.407 5.872
3.214 8.491 -13.359
-4.556 -4.880 3.059
0.224 -3.724 3.185
-2.292 -1.499 -8.721
3.890 0.526 10.623
0.858 7.651 -10.510
0.691 -3.390 0.946
-1.713 -0.776 -3.772
-0.908 -2.434 3.658
-7.395 -4.102 3.182
2.215 0.328 0.715
2.488 5.046 0.141
2.410 -1.192 -1.921
-1.741 4.733 -4.882
0.352 0.663 -0.918
0.424 0.608 3.374
2.691 -2.006 1.546
0.919 0.503 0.533
-1.018 -4.623 5.716
-0.786 2.688 -3.340
-0.893 0.190 -4.263
-8.152 0.810 3.716
0.378 2.179 9.029

Atomic partial charges in e from the Mulliken method, atoms 1 to 8: number 1, C, carries -1.213; number 2, H, carries 0.361; number 3, H, carries 0.494; number 4, H, carries 0.375; number 5, O, carries -0.398; number 6, C, carries 0.321; number 7, C, carries -1.441; number 8, C, carries 0.213

***

No. 4
ORCA calculation (wB97M-V/def2-TZVPD) on the molecule C5H8 at a distorted geometry.

highest occupied orbital energy: -9.1 eV
maximum force: 1.340 eV/A
ΔE to the lowest compared entry with this formula, charge and spin: 59.1 kcal per mole

Element x y z (Å)
C1 0.4003 -1.7491 -1.0634
C2 -0.2880 -1.0984 0.0327
C3 -0.9411 -0.4611 0.8348
C4 -0.7892 0.9789 1.1735
C5 0.3157 1.3468 0.1478
H1 0.2690 -2.8143 -0.9087
H2 -0.0522 -1.4475 -2.0134
H3 1.4769 -1.5352 -1.1238
H4 -1.7210 1.5420 1.0441
H5 -0.4625 1.1285 2.2065
H6 0.9961 0.4812 0.1987
H7 0.9406 2.2150 0.3216
H8 -0.1444 1.4131 -0.8504

Atomic forces in eV per Å
-0.136 -0.378 -0.110
-1.028 -0.827 0.236
0.551 -0.034 -0.430
0.090 0.142 0.057
0.382 0.286 0.136
0.173 -0.374 -0.389
0.045 -0.199 0.082
-0.307 0.039 0.312
0.220 -0.068 -0.021
-0.044 -0.057 -0.099
0.037 0.907 -0.297
-0.316 0.629 0.216
0.332 -0.064 0.306

Atomic partial charges in e from the Mulliken method, atoms 1 to 8: number 1, C, carries -1.098; number 2, C, carries 0.275; number 3, C, carries -0.301; number 4, C, carries -0.194; number 5, C, carries -0.906; number 6, H, carries 0.321; number 7, H, carries 0.260; number 8, H, carries 0.335

***

No. 5
ORCA calculation (wB97M-V/def2-TZVPD) on a cluster of 4 separate species, C6H19NO4 in total at a distorted geometry.

highest occupied orbital energy (spin up / spin down): -13.4 / -13.4 eV
maximum force: 2.686 eV/A
ΔE to the lowest compared entry with this formula, charge and spin: 7.6 kcal per mole
total charge: +1
spin multiplicity: 2

Element x y z (Å)
C1 -2.1848 1.5960 0.4977
C2 -1.0484 1.3819 -0.5137
C3 0.1243 2.3358 -0.1954
C4 1.1397 2.4206 -1.2924
C5 2.4004 2.7926 -1.1176
N1 -0.5779 0.0000 -0.4935
C6 -1.4341 -0.9942 -1.1678
O1 -2.4472 -1.3387 -0.2866
H1 -2.5955 2.5947 0.3819
H2 -2.9931 0.8843 0.3021
H3 -1.8356 1.4455 1.5344
H4 -1.4011 1.6460 -1.5156
H5 -0.2637 3.3353 0.0526
H6 0.5962 1.9746 0.7390
H7 0.7469 2.1692 -2.2705
H8 2.8043 3.0506 -0.1404
H9 3.0727 2.9229 -1.9516
H10 -0.4003 -0.2926 0.4811
H11 -1.9344 -0.5926 -2.0446
H12 -0.8394 -1.8582 -1.4463
H13 -2.0778 -1.7398 0.5477
H14 3.6960 -1.4687 -0.5374
H15 2.2910 -1.8769 -0.9573
O2 3.0090 -2.1292 -0.3820
H16 2.0700 -1.3286 2.5826
H17 2.1134 -2.0643 1.1884
O3 1.5631 -1.8908 1.9970
H18 -0.2004 -2.1515 1.9255
H19 -1.5500 -2.1910 2.7767
O4 -1.1771 -2.2845 1.8876

Atomic forces in eV per Å
-0.482 -0.837 0.499
0.880 1.124 -0.478
0.279 -0.302 1.027
0.113 -0.122 0.075
-0.102 0.105 0.010
-2.382 0.865 0.891
-0.296 -1.248 -0.470
0.343 0.518 0.513
0.269 0.182 -0.026
0.183 0.159 0.101
-0.090 0.155 -0.405
-0.052 -0.492 0.013
-0.170 -0.340 -0.218
-0.091 0.228 -0.255
0.217 0.163 -0.281
-0.162 -0.073 -0.079
0.037 -0.127 -0.110
0.722 -0.095 -0.311
0.425 0.372 -0.090
0.324 -0.083 -0.063
-0.009 -0.291 -0.188
0.034 -0.118 0.021
-0.222 0.047 -0.512
0.173 0.072 0.367
0.211 0.052 0.112
-0.088 0.173 0.765
-0.198 -0.144 -0.942
-0.225 -0.237 0.495
0.329 -0.091 -0.253
0.031 0.384 -0.209

Atomic partial charges in e from the Mulliken method, atoms 1 to 8: number 1, C, carries -1.487; number 2, C, carries -0.043; number 3, C, carries -0.625; number 4, C, carries -0.130; number 5, C, carries -0.927; number 6, N, carries 0.241; number 7, C, carries -0.342; number 8, O, carries -0.458

***

No. 6
ORCA calculation (wB97M-V/def2-TZVPD) on the molecule C7H10O at a distorted geometry.

highest occupied orbital energy (spin up / spin down): -8.2 / -7.9 eV
maximum force: 3.356 eV/A
ΔE to the lowest compared entry with this formula, charge and spin: 159.3 kcal per mole

Element x y z (Å)
C1 0.5954 -1.3816 1.5726
C2 0.7542 -2.4943 0.9249
C3 -0.1859 -0.1840 1.5348
C4 0.2640 0.8742 0.4683
C5 1.1493 -0.5040 -1.5569
C6 0.3196 0.5800 -0.9516
C7 -0.8483 1.2544 -1.7123
O1 1.5892 0.7987 -1.6379
H1 0.2290 -2.7014 -0.0330
H2 1.4829 -3.2393 1.1017
H3 -1.2652 -0.5120 1.3334
H4 -0.2306 0.3950 2.5373
H5 -0.4595 1.7280 0.5887
H6 1.3468 1.0603 0.8043
H7 0.9978 -1.2524 -2.3238
H8 -1.8090 0.5822 -1.7599
H9 -0.6304 1.3488 -2.8514
H10 -1.0103 2.2393 -1.1517

Atomic forces in eV per Å
0.703 -0.738 0.370
-0.569 0.200 -1.349
-2.347 1.376 0.153
1.249 0.455 3.081
-0.859 1.527 1.264
-0.853 -1.246 -2.740
-0.788 -0.865 -1.302
0.301 -0.669 -0.324
-0.138 0.263 0.556
0.765 -0.584 0.674
1.083 0.503 0.257
0.170 -1.080 -1.476
1.305 -0.460 0.340
-1.556 0.550 -0.498
0.187 0.342 -0.399
1.610 1.352 0.742
-0.018 0.298 2.105
-0.245 -1.223 -1.455

Atomic partial charges in e from the Mulliken method, atoms 1 to 8: number 1, C, carries -0.038; number 2, C, carries -0.711; number 3, C, carries -0.316; number 4, C, carries -0.794; number 5, C, carries -0.740; number 6, C, carries 1.534; number 7, C, carries -1.253; number 8, O, carries -0.472

***

No. 7
ORCA calculation (wB97M-V/def2-TZVPD) on a structure of composition C8H12N3O3 at a distorted geometry.

highest occupied orbital energy: -14.3 eV
maximum force: 4.473 eV/A
ΔE to the lowest compared entry with this formula, charge and spin: 129.9 kcal per mole
total charge: +1

Element x y z (Å)
C1 0.9213 1.2824 4.0641
C2 -0.6114 -0.1235 2.7674
C3 -0.9034 0.1092 0.5341
C4 2.0240 0.4593 -2.1269
C5 -0.3303 0.5059 4.0760
C6 1.0285 -0.2983 -3.0520
C7 -0.2557 -0.8579 -2.4378
C8 -1.2550 0.1002 -1.8114
N1 1.8534 1.8990 4.0921
N2 -1.7396 -1.6259 0.8640
N3 -0.3992 0.6518 1.6597
O1 -1.0053 -1.2772 2.6258
O2 -1.2618 -2.5449 0.3965
O3 -0.8171 0.7459 -0.5689
H1 2.9660 0.5469 -2.4392
H2 1.7640 1.5007 -2.1736
H3 1.9689 -0.0859 -1.1872
H4 -1.1906 1.0391 4.4431
H5 -0.2806 -0.2270 4.9001
H6 0.7002 0.3676 -3.7562
H7 1.5305 -1.1673 -3.5300
H8 -0.7323 -1.3301 -3.2235
H9 -0.0576 -1.7089 -1.7326
H10 -1.5101 0.9584 -2.5973
H11 -2.2432 -0.4939 -1.6063
H12 -0.1637 1.5744 1.8197

Atomic forces in eV per Å
-3.982 -1.973 0.200
-0.440 -2.173 0.448
1.107 -0.312 -1.483
-4.321 -1.058 0.470
0.825 -0.551 1.539
1.525 -1.562 1.557
1.609 0.121 2.702
-2.497 -0.079 -2.279
3.336 2.111 -0.096
-0.768 -1.525 -1.726
-1.515 -1.921 -1.254
0.939 1.278 1.729
-0.247 1.626 0.553
0.046 0.181 1.001
3.911 -0.693 -1.561
-0.764 0.578 1.121
0.324 0.773 0.549
-0.386 0.993 -0.325
0.339 -0.291 -0.715
-0.560 1.525 -2.346
-0.296 0.651 0.080
-1.483 -0.849 -1.677
0.067 0.762 -0.259
0.580 -1.572 2.151
1.728 1.337 -0.149
0.924 2.624 -0.232

Atomic partial charges in e from the Mulliken method, atoms 1 to 8: number 1, C, carries 0.172; number 2, C, carries 0.633; number 3, C, carries 0.423; number 4, C, carries -1.157; number 5, C, carries -0.610; number 6, C, carries -0.569; number 7, C, carries -0.507; number 8, C, carries -0.433

***

- The lowest maximum force belongs to which entry?
  C5H8